Version P
The following is a quantum chemistry calculation of 3 unconnected molecules or ions with the total composition C4H15N3O, from OMol25.

CARTESIAN COORDINATES (ANGSTROEM)
C -1.1220 -0.6907 -0.8483
C -1.6824 0.1508 0.2936
C -2.1910 -0.9603 -1.9114
N 0.0596 -0.0172 -1.3965
H -0.7713 -1.6494 -0.4471
H -0.2066 0.8961 -1.7543
H 0.4393 -0.5503 -2.1733
H -0.9188 0.3231 1.0482
H -2.5234 -0.3587 0.7567
H -2.0259 1.1146 -0.0804
H -3.0340 -1.4926 -1.4773
H -1.7863 -1.5651 -2.7229
H -2.5552 -0.0211 -2.3280
C 2.3871 1.7088 0.8859
N 1.9015 0.3525 0.7977
N 1.2066 -1.2488 2.8172
O 0.9374 -0.0808 2.4068
H 1.2619 0.1916 0.0078
H 2.6291 -0.3640 0.9035
H 0.4834 -1.9263 2.4607
H 1.5341 2.3774 0.9804
H 2.9724 1.9977 0.0046
H 3.0045 1.8127 1.7760

Calculated values
net charge = 0
HOMO level (spin up / spin down) = -7.9 / -7.9 eV
gap between HOMO and LUMO (spin up / spin down) = 8.84 / 8.84 eV

=====

Version Q
The following is a quantum chemistry calculation of 2 unconnected molecules or ions with the total composition C4H15N3O, from OMol25.

CARTESIAN COORDINATES (ANGSTROEM)
N 0.3237 1.0930 -1.0784
C -0.5374 0.2760 -1.9250
C -0.6902 -1.1513 -1.4148
N -1.2569 -1.3421 -0.0733
C -0.3145 -1.0819 1.0379
C -0.9473 -0.2527 2.1565
N -0.3428 1.0772 2.1936
H 0.5234 1.9579 -1.5673
H -0.0919 1.4085 -0.1972
H -0.0783 0.1990 -2.9148
H -1.5062 0.7313 -2.1699
H -1.3567 -1.6908 -2.0959
H 0.2827 -1.6517 -1.4435
H -1.9794 -0.6340 0.0064
H 0.0322 -2.0303 1.4479
H 0.5641 -0.5572 0.6686
H -1.9948 -0.0798 1.8882
H -0.9309 -0.7927 3.1070
H 0.6647 1.0448 2.1396
H -0.6555 1.6335 2.9747
H 2.3542 0.3831 -0.9547
H 2.8228 1.6960 -0.4603
O 3.1750 0.8970 -0.8648

Calculated values
net charge = 0
HOMO level = -8.9 eV
gap between HOMO and LUMO = 9.78 eV

=====

Version R
The following is a quantum chemistry calculation of 2 unconnected molecules or ions with the total composition C4H15N3O, from OMol25.

CARTESIAN COORDINATES (ANGSTROEM)
C 0.4932 0.8601 0.7229
C 0.7627 1.6473 -0.5518
C -0.4769 1.8700 -1.4233
N -1.6001 2.5612 -0.7980
N -0.0536 -0.4628 0.4356
C -0.2334 -1.2827 1.6426
N -0.5851 -2.6547 1.3697
H -0.1534 1.4393 1.4002
H 1.4306 0.7220 1.2684
H 1.5104 1.1104 -1.1417
H 1.1926 2.6183 -0.2975
H -0.8407 0.9109 -1.8000
H -0.1892 2.4327 -2.3102
H -1.3187 3.4687 -0.4393
H -1.9294 2.0485 0.0134
H -0.9515 -0.3745 -0.0301
H 0.7205 -1.2710 2.1748
H -0.9855 -0.8492 2.3084
H 0.1086 -3.0664 0.7523
H -1.4773 -2.7185 0.8934
H 2.0040 -1.8186 -1.9141
H 1.0557 -1.4794 -0.7426
O 1.5391 -2.2176 -1.1739

Calculated values
net charge = 0
HOMO level = -9.6 eV
gap between HOMO and LUMO = 10.42 eV

=====

Version S
The following is a quantum chemistry calculation of 4 unconnected molecules or ions with the total composition C4H15N3O, from OMol25.

CARTESIAN COORDINATES (ANGSTROEM)
C 2.1282 -0.1357 -0.0631
N 1.6563 -0.8627 -1.0796
N 3.3659 0.4288 -0.1711
N 1.6665 -0.4407 1.1608
H 0.8171 1.5958 -0.3276
H 1.9848 -0.6970 -2.0161
H 3.6684 1.0267 0.5824
H 1.9106 0.1730 1.9217
H 0.7053 -0.8125 1.1725
H 0.7032 -1.2342 -0.9455
H 3.6412 0.7555 -1.0846
C -1.3283 0.0941 0.0295
C -2.2286 0.0160 -1.1758
C -2.0972 0.4482 1.2760
O -0.7539 -1.2687 0.2384
H -1.4672 -1.9248 0.3786
H -0.0169 1.2017 -0.2336
H -2.6829 0.9900 -1.3798
H -2.5487 1.4400 1.1805
H -3.0631 -0.7081 -1.0435
H -1.6833 -0.2889 -2.0759
H -2.9236 -0.2647 1.4929
H -1.4539 0.4682 2.1631

Calculated values
net charge = 0
HOMO level = -5.6 eV
gap between HOMO and LUMO = 6.15 eV

=====

Going by the energies, version R is most stable and the next is 15.2 kcal/mol up.

=====

Version P
The following is a quantum chemistry calculation of 3 unconnected molecules or ions with the total composition C2H6O4, from OMol25.

CARTESIAN COORDINATES (ANGSTROEM)
C -0.1881 0.7696 0.0754
C 1.8464 0.4279 -0.6105
O -2.1725 -0.7146 -0.5103
O -0.1395 -0.1702 -0.7695
O -2.0549 -1.4060 0.7442
O -0.5434 0.5899 1.3134
H -1.8157 -2.3062 0.4797
H -0.9680 -0.3243 1.3754
H -0.1237 1.8247 -0.2013
H 1.9105 1.1262 -1.4326
H 2.0895 -0.6012 -0.8285
H 2.1594 0.7843 0.3645

Calculated values
net charge = 0
HOMO level (spin up / spin down) = -10.1 / -7.3 eV
gap between HOMO and LUMO (spin up / spin down) = 10.53 / 6.52 eV

=====

Version Q
The following is a quantum chemistry calculation of 2 unconnected molecules or ions with the total composition C2H6O4, from OMol25.

CARTESIAN COORDINATES (ANGSTROEM)
O -3.2990 3.2477 3.7469
H -2.5254 3.1590 4.3486
H -4.0506 3.4726 4.3408
O -0.5671 1.4285 2.3034
O -0.1710 3.4241 1.3462
O 0.0000 0.0000 0.0000
C -0.2315 2.0406 1.3325
C 0.1882 1.3916 -0.0460
H -0.6202 3.6141 2.2146
H 0.8581 -0.2824 0.3799
H 1.2657 1.6094 -0.1760
H -0.3627 1.9334 -0.8388

Calculated values
net charge = 0
HOMO level = -10.5 eV
gap between HOMO and LUMO = 11.05 eV

=====

Going by the energies, version Q is most stable and the next is 170.0 kcal/mol up.

=====

Version P
The following is a quantum chemistry calculation of 6 unconnected molecules or ions with the total composition H11O6, from OMol25.

CARTESIAN COORDINATES (ANGSTROEM)
O 2.5419 -2.1336 1.6277
H 2.9492 -1.9312 0.7838
O -0.6790 -0.1679 -2.9483
H -1.0981 -0.7779 -2.3209
H -0.6541 0.6979 -2.5134
O -0.2580 2.6308 -1.5051
H -0.8315 3.3161 -1.1515
H -0.2584 1.9228 -0.8037
O 0.8078 -0.1122 2.4282
H 2.0518 -1.3270 1.9032
H 0.3801 0.2839 1.5726
O -0.5984 0.7710 0.4598
H 0.0770 -0.6769 2.7113
H -0.7461 1.6176 0.8950
O -1.5825 -1.5510 -0.4630
H -1.4065 -0.6825 -0.0477
H -0.6953 -1.8799 -0.6279

Calculated values
net charge = -1
HOMO level = -5.6 eV
gap between HOMO and LUMO = 9.57 eV

=====

Version Q
The following is a quantum chemistry calculation of 6 unconnected molecules or ions with the total composition H11O6, from OMol25.

CARTESIAN COORDINATES (ANGSTROEM)
O -2.3672 -0.7022 -1.8941
H -2.1442 -0.6578 -2.8265
O -0.7169 -2.3946 -0.6400
H -0.6280 -2.8265 -1.4868
H -1.4159 -1.6987 -0.8804
O -1.3160 1.2546 -0.6348
H -0.4615 0.9847 -0.1738
H -1.6640 0.3801 -1.2904
O 1.1920 0.3453 1.4484
H 0.4449 -0.0542 1.8759
H 1.2808 1.1899 1.9381
O -0.1542 3.6606 0.1224
H -0.1538 2.7203 0.3687
H 0.7854 3.6750 -0.2774
O 2.6758 -2.2526 1.3901
H 1.8625 -2.1566 0.8844
H 2.7803 -1.4672 2.0762

Calculated values
net charge = -1
HOMO level = -4.6 eV
gap between HOMO and LUMO = 7.64 eV

=====

Going by the energies, version P is most stable and the next is 42.9 kcal/mol up.